A 3-piece molecular cluster, C25H52ClN4S overall. Source: OMol25; level of theory: the ωB97M-V functional and the def2-TZVPD basis.

Computed properties:
net charge	+1
frontier orbital gap	0.207	hartree
multiplicity	1
LUMO	-4.2	eV
HOMO energy	-9.80	eV
strongest force on any atom	5.060	eV/Å
molar mass	476.24	u

Geometry as XYZ:
```
83
Properties=species:S:1:pos:R:3:forces:R:3
C 1.14067 -0.90053 -2.02081 0.967 0.112 0.147
C 0.96207 -1.15333 -3.59210 0.802 0.650 0.776
S -0.73249 -1.75711 -4.08802 0.191 1.014 -0.635
C -1.43413 -0.29312 -5.04847 0.425 1.690 1.104
C -1.70934 0.85267 -3.93056 -1.768 -0.500 0.228
C -3.06497 0.76728 -3.19407 2.917 3.161 1.069
C -3.35449 1.81433 -2.08789 2.505 0.221 -1.318
C -4.72449 1.81022 -1.23168 1.644 -0.854 -0.076
N -5.47312 0.53537 -1.39023 0.113 1.376 -0.997
C -6.38495 0.54571 -2.58968 -0.230 -0.274 0.212
C -2.25358 2.87123 -1.79004 1.133 -3.106 -3.565
C -0.96534 2.82002 -2.63124 -0.967 0.177 1.468
C 0.14980 3.95705 -2.33566 -1.146 -0.350 -0.330
C -0.39089 5.29627 -3.09961 -0.490 -1.081 0.052
C 0.02478 5.23023 -4.65107 -0.488 0.881 0.578
Cl -1.52908 5.20527 -5.67827 1.153 -0.086 0.599
N -0.68439 1.83926 -3.66906 -4.375 -0.028 2.542
H 2.28152 -0.84678 -1.82815 -1.758 -0.117 -0.286
H 0.73237 0.11259 -1.65635 0.244 -1.671 -0.620
H 0.75482 -1.76367 -1.37618 0.332 1.308 -1.011
H 1.21480 -0.15354 -4.11454 -0.358 -1.822 0.463
H 1.71949 -1.95815 -3.89542 -1.212 1.260 0.183
H -0.69591 0.08875 -5.83120 -0.938 -0.575 1.071
H -2.41311 -0.54432 -5.57295 1.364 0.101 0.928
H -3.81713 -0.05763 -3.46316 1.526 1.518 0.388
H -4.41381 1.89660 -0.12736 -0.386 0.170 -1.620
H -5.30786 2.73590 -1.55415 0.551 -1.403 0.560
H -4.83931 -0.27911 -1.41784 -0.491 0.813 0.196
H -5.98427 -0.17150 -3.38348 -0.903 0.949 0.860
H -6.46250 1.59451 -3.02931 0.145 -1.429 0.507
H -7.42170 0.23797 -2.22273 1.373 0.277 -0.870
H -2.33708 3.67491 -0.99124 0.072 -1.287 -1.251
H 0.23953 4.12452 -1.19691 -0.258 -0.386 -1.886
H 1.15887 3.60840 -2.73546 -1.266 0.559 0.545
H -0.08413 6.25446 -2.56306 -0.059 -1.375 -0.917
H -1.54428 5.25030 -3.05224 1.904 0.214 -0.028
H 0.59908 4.28992 -4.94317 -0.645 1.514 0.459
H 0.55589 6.20563 -4.90853 -0.538 -1.670 0.028
H 0.21494 1.84266 -4.18714 -1.056 0.010 0.553
C 5.19036 -3.61804 4.16553 -0.027 0.095 0.023
C 4.88914 -3.72999 2.67569 0.060 0.036 0.116
N 3.77767 -2.89771 2.22551 -0.388 0.031 -0.203
C 3.35264 -3.18938 0.85958 -0.030 -0.303 0.117
C 4.34369 -2.90418 -0.26936 -0.012 0.072 -0.257
C 3.86495 -1.47703 2.54316 0.073 0.001 0.380
C 5.07075 -0.70448 2.00805 0.037 0.336 -0.064
H 4.31532 -3.87893 4.76658 0.031 0.080 -0.072
H 5.99687 -4.30682 4.43095 -0.077 0.051 -0.067
H 5.51977 -2.61447 4.44443 -0.032 -0.056 0.008
H 4.64330 -4.77907 2.47814 -0.125 0.150 -0.195
H 5.80940 -3.51650 2.11611 0.110 -0.036 -0.009
H 2.41922 -2.65433 0.64998 0.049 0.108 0.180
H 3.08183 -4.25083 0.80993 0.104 0.033 0.149
H 4.40715 -1.83734 -0.48760 0.118 -0.039 0.030
H 4.00853 -3.39684 -1.18645 0.006 -0.023 0.030
H 5.34622 -3.27754 -0.04999 -0.078 0.051 0.003
H 3.84837 -1.36509 3.63260 0.038 -0.161 -0.064
H 2.94822 -0.97594 2.21211 0.009 -0.233 -0.111
H 6.00469 -1.26131 2.10456 -0.058 -0.004 -0.001
H 5.18656 0.22833 2.56950 0.009 -0.091 -0.029
H 4.93722 -0.42594 0.96183 0.134 -0.070 0.026
C -2.95028 1.01134 4.81075 -0.035 0.006 -0.066
C -1.88025 -0.05900 4.62956 -0.092 0.150 -0.050
N -2.09569 -0.93247 3.48037 -0.076 -0.267 -0.225
C -1.19950 -2.08692 3.46055 -0.051 -0.130 0.231
C 0.29562 -1.81651 3.29510 0.159 -0.136 -0.057
C -2.26957 -0.27339 2.19037 -0.285 0.158 0.211
C -1.13148 0.61937 1.69197 0.122 0.098 -0.315
H -3.94263 0.56485 4.91440 0.083 0.013 -0.081
H -2.74542 1.58723 5.71726 0.011 -0.077 -0.080
H -2.97004 1.71870 3.97799 -0.027 -0.023 0.035
H -1.88332 -0.66974 5.53861 0.099 -0.154 -0.218
H -0.89861 0.43153 4.58887 0.076 0.069 0.074
H -1.52102 -2.78052 2.67599 -0.095 0.175 -0.032
H -1.34097 -2.64090 4.39590 -0.086 0.188 0.000
H 0.54476 -1.56630 2.26294 0.056 0.045 0.059
H 0.86442 -2.71452 3.54954 0.008 0.055 -0.040
H 0.64986 -1.01340 3.94563 -0.037 -0.035 -0.050
H -3.18240 0.33152 2.23340 0.062 -0.018 0.161
H -2.48764 -1.02663 1.42458 0.113 -0.143 0.214
H -0.70867 1.24415 2.48115 -0.034 -0.053 0.000
H -1.50671 1.28938 0.90958 -0.001 0.004 0.024
H -0.32860 0.03237 1.24363 0.051 0.088 0.109
```
Positions in Å, forces in eV/Å.

Results of the Mulliken charge analysis, in e, for atoms 1 through 5: C -0.62; C -0.40; S -0.06; C -1.04; C 0.03



C32H47IrN2OP2Te4 as an isolated structure. Source: OMol25; level of theory: the ωB97M-V functional and the def2-TZVPD basis.

Computed properties:
net charge	+1
frontier orbital gap (alpha / beta)	0.215 / 0.207	hartree
multiplicity	2
LUMO (alpha / beta)	-3.5 / -3.9	eV
HOMO energy (alpha / beta)	-9.34 / -9.50	eV
strongest force on any atom	0.973	eV/Å
molar mass	1240.31	u
ΔE to the lowest compared entry with this formula, charge and spin	33.6	kcal per mole

Geometry as XYZ:
```
89
Properties=species:S:1:pos:R:3:forces:R:3
Ir 1.36677 -0.04938 0.22650 0.464 -0.855 0.030
C -2.86166 -1.04830 2.99052 0.000 0.021 0.028
C -1.37675 -1.18885 2.63658 0.234 -0.398 -0.034
C -0.94575 -2.66051 2.71933 0.001 0.037 0.037
P -0.91156 -0.40409 1.04159 0.314 0.875 -0.242
C -2.23235 -0.81403 -0.19615 0.072 -0.332 0.009
C -3.48169 0.06828 -0.15336 -0.013 0.033 0.033
C -2.62502 -2.30060 -0.18856 -0.018 0.041 -0.041
C -1.09352 1.39027 1.37399 -0.131 -0.115 0.223
C -1.61772 2.05688 2.47196 -0.111 0.052 -0.039
C -1.65230 3.45189 2.50448 -0.019 -0.053 0.001
C -2.27570 4.17948 3.66587 0.028 -0.002 -0.010
C -1.13298 4.15064 1.41568 0.009 -0.025 -0.051
C -0.55902 3.49098 0.33499 -0.150 0.097 -0.017
C -0.52580 2.10578 0.32672 0.011 -0.252 -0.247
N 0.13096 1.30281 -0.63864 0.015 0.828 0.107
C -0.40040 1.14698 -1.90456 -0.150 0.149 0.181
C -1.39833 1.98929 -2.42203 0.029 -0.043 -0.030
C -1.95343 1.72659 -3.65760 -0.011 0.042 -0.026
C -1.57140 0.62786 -4.43216 -0.047 0.032 0.003
C -2.19050 0.35330 -5.77782 0.012 0.019 0.030
C -0.58849 -0.19484 -3.91362 0.037 -0.021 0.108
C 0.00982 0.05490 -2.67176 -0.110 -0.140 -0.291
P 1.29085 -0.92900 -1.89464 -0.231 -0.204 0.442
C 2.70738 -0.83137 -3.06573 0.122 0.296 0.025
C 3.32190 0.57477 -3.04401 -0.108 0.046 0.023
C 2.39161 -1.14546 -4.53385 0.044 -0.096 0.035
C 0.73605 -2.67909 -1.71841 0.254 -0.161 -0.178
C 0.64653 -3.52487 -2.98780 -0.127 -0.022 0.002
C 1.56712 -3.43876 -0.67690 -0.013 0.020 0.028
H -2.98978 -1.29000 4.04770 -0.001 -0.001 -0.007
H -3.47408 -1.74588 2.42442 0.002 -0.002 0.028
H -3.25890 -0.04992 2.82542 0.002 0.008 -0.008
H -0.79470 -0.62087 3.36401 -0.050 0.030 0.006
H -1.60236 -3.29340 2.12497 -0.009 -0.011 0.017
H -1.00461 -3.00903 3.75211 -0.008 0.018 0.001
H 0.07262 -2.82320 2.36601 0.016 0.016 -0.007
H -1.73446 -0.62949 -1.14432 0.047 0.056 -0.094
H -4.17962 -0.26362 0.61546 0.014 0.019 0.015
H -3.98654 -0.00471 -1.11817 -0.029 -0.028 0.020
H -3.25762 1.11990 0.01830 0.034 0.004 -0.030
H -3.28739 -2.54417 0.63952 -0.014 0.014 -0.030
H -1.77382 -2.97741 -0.13570 0.050 -0.009 -0.001
H -3.16516 -2.52575 -1.11004 0.004 0.017 0.001
H -2.01914 1.51141 3.31691 0.017 0.004 0.012
H -2.27096 3.56771 4.56767 0.012 -0.005 -0.001
H -3.31450 4.43434 3.44817 -0.004 0.000 -0.004
H -1.75218 5.11081 3.88099 0.008 -0.001 0.001
H -1.15365 5.23439 1.42406 -0.017 0.005 -0.005
H -0.12899 4.04476 -0.49167 -0.009 0.033 0.002
H -1.74947 2.83166 -1.84303 -0.025 0.003 -0.034
H -2.72335 2.39201 -4.03211 -0.002 -0.009 0.002
H -3.10136 0.93380 -5.91812 -0.004 -0.004 0.011
H -2.44377 -0.70136 -5.89048 0.002 -0.004 0.004
H -1.50761 0.61367 -6.58856 0.008 0.009 0.004
H -0.29634 -1.06479 -4.48474 0.048 -0.022 -0.017
H 3.41924 -1.56803 -2.68892 0.051 0.002 -0.017
H 2.59782 1.29803 -3.43001 0.008 -0.020 -0.032
H 4.19788 0.60110 -3.69428 -0.014 -0.015 -0.008
H 3.61944 0.90324 -2.05412 0.039 -0.015 0.030
H 1.80785 -0.34471 -4.98433 -0.001 0.026 0.006
H 1.87878 -2.08599 -4.70006 -0.029 -0.051 0.005
H 3.34317 -1.19257 -5.06655 -0.015 0.001 -0.016
H -0.26935 -2.53891 -1.32775 -0.121 0.022 0.039
H 1.63420 -3.72288 -3.40231 0.017 -0.006 0.008
H 0.02007 -3.07914 -3.75849 0.005 0.022 -0.020
H 0.20565 -4.49094 -2.73257 0.007 0.006 0.002
H 2.55600 -3.68567 -1.06758 -0.007 0.021 0.000
H 1.06312 -4.37498 -0.42571 0.016 -0.011 -0.045
H 1.70994 -2.86831 0.24172 -0.017 0.009 -0.003
Te 5.40606 -2.59560 3.47226 0.085 -0.259 -0.512
Te 5.91374 -3.84741 1.22375 -0.270 0.445 0.339
Te 5.34454 -2.01874 -0.81456 0.226 -0.143 0.121
Te 4.01052 -0.13648 0.56074 -0.473 -0.280 0.016
O 2.25906 2.65156 0.91398 0.227 -0.011 0.104
C 2.07836 2.92142 2.28006 -0.043 -0.030 -0.110
C 1.71630 1.67311 3.04067 0.048 0.002 0.184
C 1.44018 1.81653 4.39883 0.167 0.012 0.018
C 1.28844 0.70134 5.19431 -0.003 0.006 0.018
C 1.43822 -0.55114 4.61285 0.079 -0.001 -0.057
C 1.66171 -0.61359 3.25630 0.376 -0.106 -0.008
N 1.76815 0.46830 2.46307 -0.719 0.335 -0.010
H 2.01851 3.42040 0.38955 -0.005 0.006 0.011
H 1.30641 3.67381 2.46730 0.004 -0.016 -0.088
H 3.01675 3.28495 2.71789 -0.041 0.040 0.028
H 1.39160 2.81239 4.82124 -0.018 -0.002 -0.009
H 1.08627 0.80228 6.25264 0.002 0.001 -0.006
H 1.38263 -1.46292 5.19086 -0.012 0.005 -0.005
H 1.81185 -1.56286 2.75988 -0.066 -0.005 -0.009
```
Positions in Å, forces in eV/Å.

Results of the Mulliken charge analysis, in e, for atoms 1 through 5: Ir 2.77; C -1.78; C 1.37; C -1.67; P 0.64



A 2-piece molecular cluster, CNO4 overall. Source: OMol25; level of theory: the ωB97M-V functional and the def2-TZVPD basis.

Computed properties:
net charge	-1
frontier orbital gap	0.224	hartree
multiplicity	1
LUMO	3.5	eV
HOMO energy	-2.63	eV
strongest force on any atom	3.925	eV/Å
molar mass	90.01	u
ΔE to the lowest compared entry with this formula, charge and spin	2.7	kcal per mole

Geometry as XYZ:
```
6
Properties=species:S:1:pos:R:3:forces:R:3
C 1.83932 -0.12205 0.05487 0.609 1.646 1.842
N -2.19758 0.39698 -0.06215 -2.351 0.567 0.459
O 2.16839 0.62193 0.87252 0.051 0.943 0.897
O -2.33111 -0.74233 0.41372 0.623 -0.470 0.047
O 1.64788 -0.89105 -0.74202 -0.828 -2.613 -2.809
O -1.12690 0.73652 -0.53694 1.895 -0.073 -0.437
```
Positions in Å, forces in eV/Å.

Results of the Mulliken charge analysis, in e, for atoms 1 through 5: C 0.58; N 0.22; O -0.38; O -0.60; O -0.27



One molecule with the formula C5H7Br. Source: OMol25; level of theory: the ωB97M-V functional and the def2-TZVPD basis.

Computed properties:
frontier orbital gap	0.385	hartree
multiplicity	1
LUMO	0.7	eV
HOMO energy	-9.75	eV
strongest force on any atom	2.819	eV/Å
molar mass	147.02	u
ΔE to the lowest compared entry with this formula, charge and spin	29.6	kcal per mole
SMILES	C#CC(C)(C)Br

Geometry as XYZ:
```
13
Properties=species:S:1:pos:R:3:forces:R:3
C -2.40943 -0.58695 -1.16751 0.944 -0.013 -0.037
C -1.24726 -0.60253 -0.91087 2.044 0.833 1.753
C 0.17036 -0.43702 -0.38552 -2.187 -0.233 -0.932
C 0.31298 -0.89838 1.03851 -2.243 -0.642 -0.224
C 0.71785 0.92970 -0.74116 0.009 -1.535 -1.203
Br 1.05556 -1.82909 -1.58384 0.247 0.444 0.478
H -3.33065 -0.51603 -1.59994 -1.912 -0.042 -0.576
H 1.30501 -1.09759 1.20560 2.453 -1.046 0.381
H 0.05500 -0.25475 1.88231 -0.604 0.580 -0.654
H -0.33460 -1.78836 1.05875 0.666 0.014 0.681
H 1.77343 0.79405 -0.80557 0.916 0.239 -0.314
H 0.27688 1.09066 -1.71831 0.421 0.819 -0.188
H 0.54753 1.71979 -0.05870 -0.754 0.582 0.835
```
Positions in Å, forces in eV/Å.

Results of the Mulliken charge analysis, in e, for atoms 1 through 5: C -0.03; C -0.96; C 0.97; C -1.36; C -1.30